C17H23ClF5InO16P as an isolated structure. Source: OMol25; level of theory: ωB97M-V with the def2-TZVPD basis set.

Last column: Löwdin charge in e.
CARTESIAN COORDINATES (ANGSTROEM)
O: -1.8863 1.8754 3.8195  -0.504
P: -2.6155 1.0734 2.5607  0.297
Cl: -1.0896 -0.1902 1.8583  0.082
In: -4.1244 -0.5909 3.8263  0.346
C: -6.2114 0.0004 3.1016  -0.509
F: -7.1248 -1.0207 3.2872  -0.016
F: -6.2745 0.3062 1.7647  -0.001
C: -6.8506 1.1964 3.7949  -0.621
F: -8.1097 1.4609 3.3726  0.118
F: -6.9242 0.9967 5.1213  0.112
F: -6.1268 2.3097 3.5841  0.121
H: -1.6450 1.2791 4.5361  0.004
H: -4.0362 -0.3261 5.5601  -0.121
H: -3.8868 -2.2575 3.3722  -0.128
C: 3.0139 -1.4225 -1.6972  -0.130
C: 2.9665 -1.1878 -0.1987  -0.105
O: 1.5802 -0.9252 0.0228  0.037
C: 0.8657 -1.4979 -0.9705  -0.574
O: -0.3098 -1.6316 -0.9986  0.149
O: 1.7064 -1.9268 -1.9618  0.037
H: 3.7555 -2.1536 -2.0011  0.111
H: 3.1578 -0.4935 -2.2542  0.130
H: 3.2548 -2.0729 0.3707  0.119
H: 3.5590 -0.3391 0.1322  0.133
C: -2.5269 5.7967 0.1622  -0.122
C: -2.4803 4.9105 -1.0693  -0.119
O: -1.4348 3.9950 -0.7451  0.050
C: -1.3181 3.9328 0.6119  -0.582
O: -0.6755 3.1357 1.2026  0.120
O: -2.0619 4.9119 1.1834  0.051
H: -3.5227 6.1532 0.4137  0.135
H: -1.8536 6.6484 0.1062  0.099
H: -3.4050 4.3485 -1.2118  0.132
H: -2.2305 5.4444 -1.9830  0.126
C: -0.5617 10.0271 3.1419  -0.114
C: -1.5816 9.0065 3.6212  -0.106
O: -2.3565 8.7888 2.4387  0.064
C: -1.6014 9.0995 1.3637  -0.570
O: -1.8930 8.8342 0.2419  0.149
O: -0.4656 9.7262 1.7457  0.061
H: 0.4162 9.9273 3.6039  0.130
H: -0.9182 11.0526 3.2528  0.130
H: -1.1240 8.0610 3.9149  0.138
H: -2.2254 9.3643 4.4193  0.131
C: 2.3165 -6.2221 -0.8491  -0.093
C: 2.8025 -5.5304 -2.1103  -0.090
O: 3.6229 -4.4830 -1.5712  0.033
C: 4.0335 -4.8455 -0.3372  -0.581
O: 4.8547 -4.2585 0.2959  0.151
O: 3.3872 -5.9557 0.0709  0.065
H: 2.1869 -7.2948 -0.9587  0.131
H: 1.4010 -5.7797 -0.4554  0.138
H: 3.4208 -6.1748 -2.7315  0.107
H: 2.0022 -5.1030 -2.7081  0.141
C: 5.3391 -8.1079 -6.2707  -0.113
C: 5.3716 -7.8866 -4.7676  -0.110
O: 4.0186 -7.5109 -4.4952  0.026
C: 3.2219 -8.0018 -5.4799  -0.566
O: 2.0369 -8.0015 -5.4476  0.177
O: 3.9781 -8.4880 -6.4905  0.062
H: 5.9993 -8.8985 -6.6155  0.131
H: 5.5404 -7.1920 -6.8282  0.133
H: 5.5994 -8.7996 -4.2154  0.133
H: 6.0426 -7.0923 -4.4527  0.134

The value obtained for the HOMO energy is -3.6 eV. Its energy is -91336.236 eV. Its lowest unoccupied orbital energy is 0.0514 Ha. As for the net charge: -1.



C17H23ClIrN2 as an isolated structure at a distorted geometry. Source: OMol25; level of theory: ωB97M-V with the def2-TZVPD basis set.

Last column: natural (NBO) charge in e.
CARTESIAN COORDINATES (ANGSTROEM)
C: -1.6560 2.2710 -3.2042  0.663
C: -2.8087 2.5745 -2.3452  -0.772
C: -0.5737 3.2534 -3.3486  -0.774
C: -1.6753 1.0746 -4.0566  -0.773
Cl: 0.3470 0.8629 -0.6859  -0.493
H: -0.7893 3.9924 -4.1403  0.332
H: 0.3774 2.7708 -3.6112  0.276
H: -0.4136 3.8168 -2.4194  0.275
H: -3.5883 3.1442 -2.8810  0.332
H: -2.5146 3.1750 -1.4736  0.272
H: -3.2846 1.6571 -1.9719  0.266
H: -2.1655 1.2646 -5.0276  0.332
H: -2.2225 0.2498 -3.5797  0.268
H: -0.6592 0.7182 -4.2738  0.275
C: 1.5260 -0.4217 3.6793  -0.195
C: 2.4581 0.3330 2.9210  -0.173
C: 1.7359 1.2232 2.0277  -0.352
H: 3.5427 0.2835 2.9876  0.261
C: 0.3084 1.0169 2.3199  -0.330
C: 0.2282 0.0470 3.3892  -0.216
H: -0.6730 -0.2407 3.9170  0.247
H: 1.7685 -1.2362 4.3576  0.263
H: 2.1445 2.0082 1.3990  0.289
H: -0.4709 1.6627 1.9295  0.267
C: 1.9823 -2.7636 0.9379  -0.260
C: 3.0764 -2.1216 1.5599  -0.181
C: 3.4996 -1.0349 0.7284  -0.242
H: 3.4966 -2.4004 2.5254  0.262
C: 2.6961 -1.0142 -0.4567  -0.268
C: 1.7085 -2.0743 -0.3190  -0.324
H: 1.0245 -2.3749 -1.0997  0.265
H: 1.4518 -3.6345 1.3180  0.265
H: 4.3128 -0.3427 0.9264  0.263
H: 2.8062 -0.3703 -1.3216  0.281
Ir: 1.1713 -0.4886 0.9962  1.138
N: -1.7760 -0.8689 1.5883  -0.313
C: -2.8768 -1.5692 1.2741  0.029
C: -2.4926 -2.5951 0.4388  -0.310
C: -1.1107 -2.5143 0.3233  0.017
N: -0.6776 -1.4186 1.0207  -0.369
H: -1.7919 -0.0443 2.1884  0.443
H: -3.8427 -1.3023 1.6618  0.253
H: -3.1141 -3.3503 -0.0044  0.266
H: -0.4854 -3.2183 -0.1952  0.242

Its expectation value of S² is 8.777. The value obtained for the HOMO energy (alpha / beta) is -12.4 / -15.3 eV. Its energy is -36320.701 eV. As for the spin multiplicity: 6. Its lowest unoccupied orbital energy (alpha / beta) is -0.2940 / -0.3104 Ha. As for the relative energy (zero: lowest compared OMol25 entry of this formula, charge and spin): 0.0 kJ/mol. As for the net charge: +2.



What did the second record say?
C17H23ClIrN2 as an isolated structure at a distorted geometry. Source: OMol25; level of theory: ωB97M-V with the def2-TZVPD basis set.

Last column: natural (NBO) charge in e.
CARTESIAN COORDINATES (ANGSTROEM)
C: -1.6560 2.2710 -3.2042  0.663
C: -2.8087 2.5745 -2.3452  -0.772
C: -0.5737 3.2534 -3.3486  -0.774
C: -1.6753 1.0746 -4.0566  -0.773
Cl: 0.3470 0.8629 -0.6859  -0.493
H: -0.7893 3.9924 -4.1403  0.332
H: 0.3774 2.7708 -3.6112  0.276
H: -0.4136 3.8168 -2.4194  0.275
H: -3.5883 3.1442 -2.8810  0.332
H: -2.5146 3.1750 -1.4736  0.272
H: -3.2846 1.6571 -1.9719  0.266
H: -2.1655 1.2646 -5.0276  0.332
H: -2.2225 0.2498 -3.5797  0.268
H: -0.6592 0.7182 -4.2738  0.275
C: 1.5260 -0.4217 3.6793  -0.195
C: 2.4581 0.3330 2.9210  -0.173
C: 1.7359 1.2232 2.0277  -0.352
H: 3.5427 0.2835 2.9876  0.261
C: 0.3084 1.0169 2.3199  -0.330
C: 0.2282 0.0470 3.3892  -0.216
H: -0.6730 -0.2407 3.9170  0.247
H: 1.7685 -1.2362 4.3576  0.263
H: 2.1445 2.0082 1.3990  0.289
H: -0.4709 1.6627 1.9295  0.267
C: 1.9823 -2.7636 0.9379  -0.260
C: 3.0764 -2.1216 1.5599  -0.181
C: 3.4996 -1.0349 0.7284  -0.242
H: 3.4966 -2.4004 2.5254  0.262
C: 2.6961 -1.0142 -0.4567  -0.268
C: 1.7085 -2.0743 -0.3190  -0.324
H: 1.0245 -2.3749 -1.0997  0.265
H: 1.4518 -3.6345 1.3180  0.265
H: 4.3128 -0.3427 0.9264  0.263
H: 2.8062 -0.3703 -1.3216  0.281
Ir: 1.1713 -0.4886 0.9962  1.138
N: -1.7760 -0.8689 1.5883  -0.313
C: -2.8768 -1.5692 1.2741  0.029
C: -2.4926 -2.5951 0.4388  -0.310
C: -1.1107 -2.5143 0.3233  0.017
N: -0.6776 -1.4186 1.0207  -0.369
H: -1.7919 -0.0443 2.1884  0.443
H: -3.8427 -1.3023 1.6618  0.253
H: -3.1141 -3.3503 -0.0044  0.266
H: -0.4854 -3.2183 -0.1952  0.242

Its expectation value of S² is 8.777. The value obtained for the HOMO energy (alpha / beta) is -12.4 / -15.3 eV. Its energy is -36320.701 eV. As for the spin multiplicity: 6. Its lowest unoccupied orbital energy (alpha / beta) is -0.2940 / -0.3104 Ha. As for the relative energy (zero: lowest compared OMol25 entry of this formula, charge and spin): 0.0 kJ/mol. As for the net charge: +2.



Repeat the first record exactly.
C17H23ClF5InO16P as an isolated structure. Source: OMol25; level of theory: ωB97M-V with the def2-TZVPD basis set.

Last column: Löwdin charge in e.
CARTESIAN COORDINATES (ANGSTROEM)
O: -1.8863 1.8754 3.8195  -0.504
P: -2.6155 1.0734 2.5607  0.297
Cl: -1.0896 -0.1902 1.8583  0.082
In: -4.1244 -0.5909 3.8263  0.346
C: -6.2114 0.0004 3.1016  -0.509
F: -7.1248 -1.0207 3.2872  -0.016
F: -6.2745 0.3062 1.7647  -0.001
C: -6.8506 1.1964 3.7949  -0.621
F: -8.1097 1.4609 3.3726  0.118
F: -6.9242 0.9967 5.1213  0.112
F: -6.1268 2.3097 3.5841  0.121
H: -1.6450 1.2791 4.5361  0.004
H: -4.0362 -0.3261 5.5601  -0.121
H: -3.8868 -2.2575 3.3722  -0.128
C: 3.0139 -1.4225 -1.6972  -0.130
C: 2.9665 -1.1878 -0.1987  -0.105
O: 1.5802 -0.9252 0.0228  0.037
C: 0.8657 -1.4979 -0.9705  -0.574
O: -0.3098 -1.6316 -0.9986  0.149
O: 1.7064 -1.9268 -1.9618  0.037
H: 3.7555 -2.1536 -2.0011  0.111
H: 3.1578 -0.4935 -2.2542  0.130
H: 3.2548 -2.0729 0.3707  0.119
H: 3.5590 -0.3391 0.1322  0.133
C: -2.5269 5.7967 0.1622  -0.122
C: -2.4803 4.9105 -1.0693  -0.119
O: -1.4348 3.9950 -0.7451  0.050
C: -1.3181 3.9328 0.6119  -0.582
O: -0.6755 3.1357 1.2026  0.120
O: -2.0619 4.9119 1.1834  0.051
H: -3.5227 6.1532 0.4137  0.135
H: -1.8536 6.6484 0.1062  0.099
H: -3.4050 4.3485 -1.2118  0.132
H: -2.2305 5.4444 -1.9830  0.126
C: -0.5617 10.0271 3.1419  -0.114
C: -1.5816 9.0065 3.6212  -0.106
O: -2.3565 8.7888 2.4387  0.064
C: -1.6014 9.0995 1.3637  -0.570
O: -1.8930 8.8342 0.2419  0.149
O: -0.4656 9.7262 1.7457  0.061
H: 0.4162 9.9273 3.6039  0.130
H: -0.9182 11.0526 3.2528  0.130
H: -1.1240 8.0610 3.9149  0.138
H: -2.2254 9.3643 4.4193  0.131
C: 2.3165 -6.2221 -0.8491  -0.093
C: 2.8025 -5.5304 -2.1103  -0.090
O: 3.6229 -4.4830 -1.5712  0.033
C: 4.0335 -4.8455 -0.3372  -0.581
O: 4.8547 -4.2585 0.2959  0.151
O: 3.3872 -5.9557 0.0709  0.065
H: 2.1869 -7.2948 -0.9587  0.131
H: 1.4010 -5.7797 -0.4554  0.138
H: 3.4208 -6.1748 -2.7315  0.107
H: 2.0022 -5.1030 -2.7081  0.141
C: 5.3391 -8.1079 -6.2707  -0.113
C: 5.3716 -7.8866 -4.7676  -0.110
O: 4.0186 -7.5109 -4.4952  0.026
C: 3.2219 -8.0018 -5.4799  -0.566
O: 2.0369 -8.0015 -5.4476  0.177
O: 3.9781 -8.4880 -6.4905  0.062
H: 5.9993 -8.8985 -6.6155  0.131
H: 5.5404 -7.1920 -6.8282  0.133
H: 5.5994 -8.7996 -4.2154  0.133
H: 6.0426 -7.0923 -4.4527  0.134

The value obtained for the HOMO energy is -3.6 eV. Its energy is -91336.236 eV. Its lowest unoccupied orbital energy is 0.0514 Ha. As for the net charge: -1.



> Among the records above, which one has the highest net charge?

C17H23ClIrN2